The following is a DFT calculation (ωB97M-V/def2-TZVPD) of 13 unconnected molecules or ions with the total composition C30H65B5F20N10O8S at a distorted geometry.

Lowest unoccupied orbital energy   0.299 eV
Charge   0

CARTESIAN COORDINATES (ANGSTROEM)
S 0.5544 1.1015 -0.3988
F -2.7793 -3.1483 -0.0892
F -3.6065 -5.1183 0.8153
F 0.0433 -3.9560 5.6020
F -2.5780 1.6725 3.2114
F -0.7913 2.9881 3.3471
F 2.9063 3.5619 -1.8003
F -1.1876 -1.9427 5.9733
F -3.4743 -4.8444 -1.4470
F 3.2688 0.6480 -5.8004
F 2.1282 2.6240 -5.2075
F -1.7959 2.7954 1.2126
F -1.9279 -4.0229 6.7427
F 2.0622 5.4672 -1.0839
F 4.0284 5.6788 -2.2392
F 1.3795 0.5891 -4.4654
F -1.8895 -3.4647 4.4807
F -2.7813 3.9662 2.8985
F 4.0352 4.6352 -0.2230
F -1.5270 -5.0661 -0.1910
F 1.2866 1.0625 -6.7832
O 0.0908 0.7567 0.9549
O 1.4743 -2.0279 -2.2672
O -1.4272 4.3180 -2.5832
O -0.0468 2.3337 -0.9063
O 2.0346 5.6835 2.8056
O 0.1502 -2.1796 2.7324
O 2.0524 1.0424 -0.5677
O -0.0558 -0.0172 -1.4360
N -4.3082 -0.8891 -1.8664
N -2.2456 -6.8803 3.8518
N -4.3461 0.9954 -0.7252
N 5.4579 2.6214 -3.0216
N 0.7567 3.7178 -3.2468
N 0.7276 4.6272 1.1800
N -0.3162 -6.0949 3.3328
N -1.4902 -0.7875 3.4222
N 4.9076 0.8456 -1.9052
N 1.1348 -3.9247 -1.0934
C 2.6472 3.4506 2.2189
C 5.6188 1.6789 -1.0466
C 1.1007 4.9963 -3.8453
C -0.0868 -6.9352 4.4509
C -0.0649 -1.0971 3.3011
C -3.0366 0.7753 -1.1780
C -0.7487 3.5388 -3.2264
C 4.2156 -0.3834 -1.5570
C 5.3443 3.7130 -4.0034
C -1.3256 -7.4357 4.7397
C -4.8342 -2.2317 -2.3825
C -3.6823 -7.1741 3.8425
C -1.6042 -6.0113 3.0465
C 2.2223 -3.8243 -0.1480
C -5.0631 -0.0992 -1.0432
C -0.2467 5.7629 1.1612
C 0.7788 -0.0261 3.9870
C -2.3384 -1.2229 2.2743
C 0.7546 -5.3052 2.7053
C 1.8026 4.6536 2.2098
C -4.7065 2.1859 0.1059
C -4.4970 -6.3252 4.8027
C 4.7322 1.5324 -3.0444
C 0.8234 -3.0213 -2.0304
C -4.3373 3.4627 -0.5647
C -3.0760 -0.4082 -1.8688
C -0.4831 -3.3325 -2.7547
C 5.9643 2.7735 -1.7457
C 6.5853 4.5701 -3.9487
C -1.2143 2.4152 -4.0730
B -1.2094 -3.3949 5.7289
B 2.0384 1.1592 -5.5199
B 3.3354 4.8758 -1.4017
B -2.8361 -4.6108 -0.2611
B -1.9777 2.9008 2.6316
H 1.0334 5.7430 -3.1188
H 0.4117 5.2035 -4.6593
H 3.3103 -0.5020 -2.0761
H 5.7264 1.4712 -0.0055
H 3.4546 3.4986 1.4368
H -2.0024 -0.6811 1.4136
H 2.0204 -3.4517 0.8549
H -2.2479 -1.0381 -2.1571
H 2.1304 5.0398 -4.2805
H -4.1457 2.0895 1.0316
H 0.7092 -4.2180 2.7865
H -0.2666 6.2541 2.1287
H 0.6841 -0.1506 -2.0686
H -4.2271 -5.2755 4.6474
H 0.3657 -0.0996 5.0497
H 0.7815 -5.3984 1.6567
H -3.8976 -8.2829 3.9958
H -1.7864 -8.0592 5.4669
H -3.2941 3.3803 -0.9629
H -4.0220 -6.8509 2.8395
H -4.1384 -2.6372 -3.2086
H 1.2165 4.5614 0.2333
H -3.3555 -1.0902 2.4929
H 4.2316 1.1353 -3.9741
H 6.5594 5.2366 -3.1163
H 4.4803 4.2894 -3.7246
H 5.0696 3.3066 -4.9497
H -1.9665 -5.3728 2.2198
H 0.2392 3.7784 1.2814
H -5.5094 -6.4492 4.5565
H -2.1855 -2.2800 2.0826
H 7.4624 3.9395 -3.6736
H 1.2440 3.5912 -2.3773
H -5.8488 -2.1114 -2.7447
H -5.7849 2.0576 0.3568
H -5.1095 3.7706 -1.2729
H -0.7941 1.4528 -3.5786
H -0.4516 -4.1507 -3.4727
H 2.1544 2.5431 2.1154
H 0.8449 -7.1915 4.8919
H 4.8187 -1.2952 -1.6561
H 1.8106 -0.2618 3.9178
H 3.8887 -0.3110 -0.5643
H 6.6068 5.0899 -4.9514
H -0.8621 -2.4608 -3.2505
H 3.0947 3.5917 3.1822
H -1.8592 -1.0759 4.3396
H 2.7575 -4.7736 0.0382
H 0.0393 6.4839 0.3744
H -2.2466 1.4082 -0.8272
H -1.6057 0.2638 3.4755
H 0.4655 -4.7291 -0.9170
H -1.1497 5.3038 0.8959
H 2.9317 -3.1106 -0.5841
H -4.8510 -2.8236 -1.5060
H -0.8939 2.4263 -5.1438
H -1.1813 -3.6901 -1.9712
H 1.7157 -5.5674 3.1451
H 1.0399 2.9865 -3.9875
H -2.3117 2.3809 -3.9913
H 0.5065 0.9549 3.5231
H -4.3057 -6.5964 5.8085
H 6.4659 3.7195 -1.4737
H -6.1238 -0.1826 -1.0071
H -4.3470 4.2437 0.2359

The following is a DFT calculation (ωB97M-V/def2-TZVPD) of a molecular structure, C29H31N5Pt at a distorted geometry.

Lowest unoccupied orbital energy (alpha / beta)   -0.131 / -0.430 eV
<S²>   2.016
Charge   0
Multiplicity   3

CARTESIAN COORDINATES (ANGSTROEM)
Pt 0.1043 -0.2586 -0.1242
N -1.9726 -0.5386 -0.4007
N 2.1266 -0.7735 -0.3277
N 0.6854 1.7952 0.5371
N 0.1293 -0.4170 2.0459
N -0.2268 0.5042 -2.0813
C 6.3810 1.1367 -1.5019
C -2.7799 -1.2132 0.5914
C -0.2455 -2.9127 2.1636
C 6.7653 0.0532 0.6106
C 0.6733 2.7837 -1.7362
C 1.3415 2.7156 -0.3581
C 5.0510 0.7700 -1.4588
C -4.1432 0.3509 -4.1849
C -0.3049 2.0802 4.7540
C -3.5051 -1.0171 -2.1903
C 0.7265 1.4783 -2.5507
C 0.1554 0.7749 2.6124
C 5.4384 -0.3211 0.6698
C 3.2163 -0.3808 -0.3350
C 0.8117 1.8611 1.8342
C -1.4866 0.5232 -2.4428
C -2.4688 -2.7143 0.8402
C -3.1699 1.3430 -4.1518
C -0.4679 1.0400 3.8583
C -0.3761 -1.5339 2.8253
C 7.2435 0.7813 -0.4725
C -0.9912 -3.1198 0.8388
C -4.2421 -0.7329 -3.3252
C 4.5643 0.0304 -0.3701
C 1.6357 2.8257 2.4796
C 1.5748 3.3408 3.7569
C -2.3739 -0.3642 -1.6476
C 0.6506 3.0868 4.7629
C -2.0067 1.4178 -3.4147
H 0.1748 -1.5614 3.7740
H 6.7500 1.7049 -2.3457
H -0.6301 -3.6348 2.8896
H 0.5797 1.6962 -3.6146
H 2.3977 2.4322 -0.4871
H -3.8423 -1.1248 0.3410
H -2.6384 -0.6560 1.5197
H -2.9888 -3.3054 0.0824
H 0.8143 -3.1352 2.0104
H -2.9130 -2.9791 1.8044
H -1.3789 2.2725 -3.6340
H 5.0562 -0.8874 1.5086
H 4.3735 1.0422 -2.2577
H 1.7210 1.0372 -2.4388
H -0.3695 3.0818 -1.6026
H -1.2081 0.3038 4.1466
H 0.6954 3.7120 5.6462
H -0.9052 -4.1725 0.5617
H 7.4371 -0.2277 1.4108
H -0.9729 2.0550 5.6086
H -3.8379 -1.8789 -1.6249
H -3.3180 2.1587 -4.8522
H 8.2843 1.0730 -0.5136
H -5.0530 -1.4239 -3.5300
H -1.4316 -1.3916 3.0947
H -4.9096 0.4410 -4.9449
H 1.1781 3.5684 -2.3058
H -0.4704 -2.5733 0.0466
H 2.4042 3.2483 1.8425
H 2.3213 4.0937 3.9884
H 1.3271 3.7266 0.0667